(1)
{
  "formula": "C28H72BO32",
  "method": "the ωB97M-V functional and the def2-TZVPD basis",
  "symbols": ["O", "C", "O", "B", "O", "C", "O", "O", "C", "O", "C", "O", "O", "C", "C", "O", "O", "H", "H", "H", "H", "H", "H", "C", "C", "O", "O", "H", "H", "H", "H", "H", "H", "C", "C", "O", "O", "H", "H", "H", "H", "H", "H", "C", "C", "O", "O", "H", "H", "H", "H", "H", "H", "C", "C", "O", "O", "H", "H", "H", "H", "H", "H", "C", "C", "O", "O", "H", "H", "H", "H", "H", "H", "C", "C", "O", "O", "H", "H", "H", "H", "H", "H", "C", "C", "O", "O", "H", "H", "H", "H", "H", "H", "C", "C", "O", "O", "H", "H", "H", "H", "H", "H", "C", "C", "O", "O", "H", "H", "H", "H", "H", "H", "C", "C", "O", "O", "H", "H", "H", "H", "H", "H", "C", "C", "O", "O", "H", "H", "H", "H", "H", "H"],
  "coordinates": [[0.04566, -1.10258, 3.01850], [0.13034, -0.84324, 1.83706], [1.08159, -1.07133, 0.96751], [0.79781, -0.50239, -0.35464], [-0.50858, 0.21600, -0.14620], [-0.99637, -0.08005, 1.04631], [-2.04346, 0.26955, 1.49408], [0.71661, -1.57713, -1.39027], [1.50428, -1.35142, -2.38939], [1.53107, -1.99265, -3.44525], [2.32853, -0.11179, -2.07122], [1.86220, 0.37915, -0.90690], [3.27678, 0.33863, -2.73462], [4.39081, -8.94045, -5.47519], [3.13098, -8.94262, -4.62254], [2.52245, -10.15645, -4.51320], [5.53763, -9.69158, -4.97193], [4.81768, -7.94011, -5.54725], [4.14927, -9.23456, -6.49659], [2.42587, -8.23843, -5.06416], [3.37605, -8.64636, -3.60261], [1.88630, -10.07428, -3.79894], [6.06120, -9.11336, -4.41238], [-8.49768, -0.12836, 7.46859], [-9.35190, -1.41157, 7.47003], [-10.64966, -1.17143, 6.91712], [-7.22744, -0.40026, 8.03471], [-8.96981, 0.65713, 8.05868], [-8.39968, 0.30972, 6.47533], [-9.37612, -1.86862, 8.45927], [-8.82543, -2.15338, 6.86948], [-11.28824, -1.83280, 7.19351], [-6.73024, 0.41024, 8.16690], [0.44025, 7.25065, -1.52480], [-0.14463, 6.84111, -0.18626], [-0.48199, 7.93891, 0.69547], [-0.56653, 7.87554, -2.32315], [0.83123, 6.35342, -2.00458], [1.29828, 7.91471, -1.42038], [0.49218, 6.19737, 0.42050], [-1.01638, 6.20185, -0.32590], [-1.42814, 7.87182, 0.84332], [-0.10311, 8.13149, -3.12399], [7.51938, 6.22011, 0.94290], [8.03297, 5.34492, -0.21395], [7.96249, 3.93451, -0.03913], [6.15557, 6.23738, 0.80373], [7.85845, 7.25473, 0.89081], [7.76726, 5.73945, 1.88927], [9.11199, 5.49706, -0.23991], [7.70389, 5.67151, -1.20044], [7.03302, 3.70225, -0.10017], [5.83115, 6.94748, 1.36239], [4.49026, 6.66027, -7.15906], [3.06062, 6.82898, -7.70808], [2.59934, 8.12893, -7.41633], [5.49971, 7.30005, -7.90795], [4.62675, 5.57912, -7.18333], [4.55383, 6.90703, -6.09926], [2.43508, 6.03473, -7.30068], [3.10589, 6.71897, -8.79157], [1.97721, 8.42055, -8.08678], [5.79736, 8.10353, -7.47504], [-2.96473, -5.54301, 8.95000], [-1.70686, -6.33923, 9.33756], [-1.67290, -7.64561, 8.89444], [-2.99038, -5.36451, 7.57115], [-2.90945, -4.51609, 9.31123], [-3.89174, -5.90920, 9.39120], [-1.41244, -6.20670, 10.37865], [-0.82738, -5.92065, 8.84829], [-2.08021, -7.44687, 8.04816], [-2.86330, -4.45870, 7.27969], [-5.40794, -2.51444, -7.51963], [-4.30606, -1.41741, -7.31241], [-4.70205, -0.24692, -7.98728], [-5.24728, -3.11494, -8.77107], [-6.38530, -2.03189, -7.52248], [-5.41664, -3.28771, -6.75146], [-3.34147, -1.70724, -7.72915], [-4.19895, -1.08954, -6.27843], [-4.30061, -0.23794, -8.85927], [-5.28559, -2.50473, -9.51120], [-8.91298, -1.61571, 0.63306], [-8.63518, -1.68892, -0.92313], [-8.99662, -2.92792, -1.48107], [-10.27427, -1.99523, 0.91274], [-8.74062, -0.63292, 1.07184], [-8.21935, -2.29696, 1.12589], [-7.55886, -1.56419, -1.04177], [-9.02869, -0.93452, -1.60441], [-8.52237, -3.65355, -1.06859], [-10.31125, -2.17746, 1.85456], [8.91497, 2.19838, -8.22487], [7.94606, 2.01527, -9.39654], [7.93412, 3.23087, -10.09825], [9.04336, 1.09009, -7.37952], [8.59905, 3.03344, -7.59959], [9.89611, 2.36168, -8.67075], [6.95624, 1.73098, -9.03942], [8.31107, 1.18208, -9.99709], [7.70359, 3.84419, -9.39661], [8.18689, 0.97474, -6.96149], [-2.61519, -7.44484, -0.30964], [-3.98604, -7.14623, 0.37008], [-5.11283, -7.49447, -0.44404], [-2.36038, -8.78045, -0.39465], [-1.78944, -7.01249, 0.25544], [-2.54332, -7.01194, -1.30740], [-3.97477, -6.08255, 0.60786], [-4.00609, -7.67418, 1.32348], [-5.82406, -7.77536, 0.13635], [-2.35269, -9.09629, 0.51187], [5.81398, -0.51187, 5.31868], [5.74653, 0.96714, 5.63270], [4.50169, 1.49165, 5.48778], [4.94584, -1.20473, 6.17980], [6.82370, -0.91037, 5.41749], [5.51975, -0.72481, 4.29097], [6.40171, 1.48978, 4.93579], [6.15146, 1.22661, 6.61086], [4.60909, 2.44475, 5.52865], [4.35047, -0.46154, 6.30140], [-1.04805, 5.79468, 7.49650], [-1.87411, 4.52422, 7.82350], [-2.82080, 4.60715, 8.89287], [-0.25751, 6.19609, 8.58769], [-1.73258, 6.57294, 7.15907], [-0.40656, 5.69700, 6.62069], [-1.19628, 3.69806, 8.03824], [-2.36292, 4.18994, 6.90839], [-2.34605, 4.95624, 9.65074], [0.21367, 6.99326, 8.33446]],
  "e_above_lowest_kcal_mol": 124.5,
  "multiplicity": 1,
  "orbital_gap_ev": 8.8,
  "total_energy_ha": -3542.546906,
  "mol_weight_g_mol": 931.7,
  "charge": -1
}

***

(2)
{
  "formula": "C28H72F6N9O21Pt",
  "method": "the ωB97M-V functional and the def2-TZVPD basis",
  "symbols": ["Pt", "C", "C", "C", "O", "C", "N", "H", "H", "H", "H", "H", "H", "H", "H", "H", "H", "H", "H", "C", "C", "C", "O", "C", "N", "H", "H", "H", "H", "H", "H", "H", "H", "H", "H", "H", "H", "C", "C", "C", "O", "C", "N", "H", "H", "H", "H", "H", "H", "H", "H", "H", "H", "H", "H", "C", "C", "C", "O", "C", "N", "H", "H", "H", "H", "H", "H", "H", "H", "H", "H", "H", "H", "C", "C", "C", "O", "C", "N", "H", "H", "H", "H", "H", "H", "H", "H", "H", "H", "H", "H", "N", "O", "O", "O", "N", "O", "O", "O", "N", "O", "O", "O", "N", "O", "O", "O", "C", "O", "O", "C", "F", "F", "F", "C", "C", "H", "H", "H", "H", "H", "H", "C", "O", "O", "C", "F", "F", "F", "C", "C", "H", "H", "H", "H", "H", "H"],
  "coordinates": [[-0.12035, 0.60598, -0.21834], [6.11327, 1.05606, 2.89252], [4.62541, 1.17070, 3.21559], [4.09429, 2.59670, 3.38084], [2.72581, 2.49033, 3.63148], [1.97326, 3.60688, 3.28635], [3.70230, 0.36740, 2.21028], [3.53572, 0.76626, 1.29744], [4.00424, -0.58963, 2.09607], [2.75455, 0.37847, 2.55920], [6.65489, 1.86441, 3.38375], [6.11332, 1.23151, 1.81675], [6.55129, 0.07976, 3.10011], [4.54260, 0.77907, 4.22944], [4.34919, 3.23312, 2.53343], [4.51940, 2.99210, 4.30335], [2.49545, 4.46146, 3.71660], [0.95572, 3.44313, 3.64117], [2.01525, 3.62388, 2.19729], [5.29046, 0.94444, -4.67722], [3.91233, 0.29998, -5.27502], [3.91503, -1.23395, -5.38057], [2.76174, -1.80176, -6.01333], [2.49529, -3.21734, -5.94287], [2.77588, 0.88697, -4.52435], [2.87432, 0.46246, -3.61320], [2.86576, 1.87192, -4.31970], [1.85725, 0.57724, -4.80773], [5.89733, 1.06399, -5.57472], [5.77751, 0.26446, -3.97830], [5.25192, 1.92664, -4.20615], [3.89410, 0.80159, -6.24258], [4.03747, -1.64884, -4.38008], [4.75264, -1.66273, -5.93069], [1.99070, -3.50899, -5.02178], [3.45065, -3.72370, -6.08066], [1.94882, -3.64569, -6.78310], [-5.95599, -1.97566, -0.98726], [-5.42144, -0.98886, 0.12666], [-5.26683, -1.72041, 1.46160], [-4.29608, -2.79729, 1.28839], [-4.45443, -3.79709, 2.31294], [-4.04273, -0.48566, -0.32815], [-3.47954, -0.12868, 0.43046], [-3.45468, -1.16720, -0.78619], [-4.03891, 0.32247, -0.93395], [-6.99400, -2.09589, -0.67714], [-5.71525, -3.03201, -0.86779], [-5.81911, -1.64384, -2.01647], [-6.06996, -0.12642, 0.28067], [-6.29042, -1.94225, 1.76351], [-4.84981, -1.06127, 2.22300], [-5.41307, -4.27358, 2.10784], [-4.51371, -3.28839, 3.27512], [-3.86534, -4.71394, 2.29138], [-0.34536, 4.49663, -2.80837], [-1.66810, 4.73558, -3.62510], [-1.52752, 4.45381, -5.10672], [-2.71615, 4.91955, -5.77645], [-2.46937, 6.09191, -6.56576], [-2.87041, 3.97641, -2.96683], [-3.19618, 4.39815, -2.10886], [-3.72710, 4.09029, -3.48952], [-2.50309, 3.06505, -2.73316], [0.59567, 4.47016, -3.35779], [-0.31336, 3.46044, -2.47166], [-0.13933, 5.03863, -1.88539], [-1.90204, 5.79527, -3.52287], [-1.41419, 3.39267, -5.32867], [-0.62823, 4.96152, -5.45545], [-1.71364, 5.92229, -7.33271], [-2.40849, 6.96181, -5.91180], [-3.38704, 6.29971, -7.11604], [-0.98711, -5.70402, 0.95832], [0.09767, -5.09014, 1.88820], [0.95934, -6.02282, 2.69366], [2.03600, -5.24659, 3.29093], [2.76894, -5.96811, 4.33876], [1.07800, -4.19570, 1.06944], [1.66480, -3.58669, 1.62160], [1.74372, -4.68794, 0.49095], [0.67631, -3.54552, 0.40913], [-1.79335, -6.12396, 1.55976], [-0.39676, -6.45885, 0.43888], [-1.52363, -4.95661, 0.37384], [-0.23459, -4.25408, 2.50361], [1.42233, -6.78815, 2.07073], [0.45998, -6.56206, 3.49861], [3.70579, -6.28122, 3.87791], [2.35108, -6.84442, 4.83432], [3.22549, -5.33038, 5.09571], [2.54330, 2.72222, -0.85811], [2.88625, 2.49888, -2.01835], [1.49464, 2.23568, -0.40586], [3.39588, 3.15901, -0.08448], [-0.89524, 1.01883, -3.62015], [-2.12023, 0.98356, -3.49395], [-0.18346, 1.24198, -2.65623], [-0.37207, 0.92435, -4.71403], [2.83502, -1.14372, -0.85713], [3.40076, -1.78363, 0.06641], [3.37898, -0.79375, -1.81123], [1.68346, -0.76872, -0.67068], [-1.26397, -2.49172, -1.44726], [-2.46650, -2.78479, -1.68664], [-1.05167, -1.50182, -0.88900], [-0.30540, -3.23937, -1.60276], [-2.29447, 2.67785, 1.19654], [-3.64467, 2.42594, 1.58194], [-1.98749, 1.70882, 0.21226], [-1.83601, 4.16897, 0.99726], [-2.39245, 4.93286, 0.00943], [-2.17450, 4.83575, 2.10376], [-0.58127, 4.40752, 0.93826], [-4.28114, 3.00253, 2.74190], [-5.67991, 2.47074, 2.91256], [-6.15790, 2.86278, 3.81031], [-6.22477, 2.89338, 2.06840], [-5.75294, 1.40395, 2.70109], [-4.39298, 4.07095, 2.55724], [-3.81740, 2.72091, 3.68727], [-1.72808, 2.27707, 2.03719], [0.22071, -0.67198, 3.11543], [1.22900, -1.69846, 3.30118], [0.59999, 0.03834, 1.95240], [-1.20450, -1.43520, 3.06641], [-1.37435, -2.05139, 4.22119], [-2.18361, -0.55853, 2.92752], [-1.27589, -2.36866, 2.04072], [1.97812, -1.89131, 4.54525], [1.21684, -2.29094, 5.78231], [1.69940, -2.08717, 6.73820], [0.18561, -1.96183, 5.91020], [1.05473, -3.36338, 5.67427], [2.50234, -0.94904, 4.70472], [2.76572, -2.59645, 4.27961], [0.23853, -0.03189, 3.99751]],
  "multiplicity": 3,
  "orbital_gap_ev": [8.1, 8.3],
  "total_energy_ha": -3900.380474,
  "mol_weight_g_mol": 1180.0,
  "charge": 1
}

***

Q: Among the records above, which one has the highest multiplicity?
A: C28H72F6N9O21Pt